No. 1
11
Properties=species:S:1:pos:R:3 method="wB97M-V/def2-TZVPD" lumo_ev=0.598 spin_multiplicity=1 orbital_gap_ev=9.48 e_above_lowest_ev=0.855 max_force_ha_per_bohr=0.0870
N 0.245 1.900 -0.238
C -0.545 0.781 -0.126
O -1.632 0.592 -0.524
C 0.445 -0.734 0.391
S 1.203 -1.271 -1.203
S -0.681 -1.993 1.098
H 1.075 2.075 0.299
H -0.071 2.725 -0.617
H 1.245 -0.516 1.065
H 0.481 -2.325 -1.502
H -1.766 -1.234 1.358

No. 2
10
Properties=species:S:1:pos:R:3 method="wB97M-V/def2-TZVPD" lumo_ev="-0.725 / -0.751" spin_multiplicity=1 orbital_gap_ev="7.61 / 7.18" e_above_lowest_ev=3.629 max_force_ha_per_bohr=0.0618
C 0.642 -0.014 -0.064
C 2.122 -0.328 0.222
N -2.349 0.317 -0.889
P -3.352 0.373 0.331
P -0.481 -1.220 -0.016
H 0.541 0.988 -0.435
H 2.069 0.155 1.242
H 2.507 -1.362 0.460
H 2.768 0.099 -0.547
H -4.468 0.993 -0.304

No. 3
10
Properties=species:S:1:pos:R:3 method="wB97M-V/def2-TZVPD" lumo_ev=0.040 spin_multiplicity=1 orbital_gap_ev=9.45 e_above_lowest_ev=0.670 max_force_ha_per_bohr=0.0512
C -0.235 -1.264 0.167
N 1.197 -1.069 -0.033
P 1.738 0.385 -0.032
C 0.141 1.348 0.225
P -1.341 0.221 -0.054
H -0.747 -1.986 -0.635
H -0.169 -1.711 1.226
H 0.297 1.755 1.225
H 0.208 1.976 -0.659
H -1.089 0.344 -1.429